[1]
8
Properties=species:S:1:pos:R:3:forces:R:3:lowdin_charge:R:1 method="wB97M-V/def2-TZVPD" gap_ev="6.5 / 7.7" total_energy_ha=-8140.72983 largest_force_ev_per_a=1.421 lumo_energy_ev="-1.53 / -0.85" de_lowest_ev=2.2557
C 0.22601 0.16108 -0.40701 0.591 -0.659 -0.173 -0.671
C -0.25695 1.32540 -1.18105 0.496 -0.088 -0.362 -1.267
P 1.85381 -0.80073 -1.01435 -1.005 0.970 0.263 0.435
Br 0.57228 2.99326 -0.91013 -0.075 -0.206 0.014 0.646
Br -1.00223 1.06105 -2.88677 0.044 -0.029 0.262 0.636
Br 0.90228 -2.31805 -2.27103 -0.052 -0.098 -0.104 0.139
H 0.48692 0.48697 0.59965 -0.049 0.012 0.067 0.042
H -0.55061 -0.60756 -0.35682 0.050 0.099 0.034 0.040

=====

[2]
9
Properties=species:S:1:pos:R:3:forces:R:3:lowdin_charge:R:1 method="wB97M-V/def2-TZVPD" gap_ev=9.6 total_energy_ha=-3701.71385 largest_force_ev_per_a=4.317 lumo_energy_ev=-0.19 de_lowest_ev=2.1449
C -1.07427 1.06182 0.27437 0.217 0.516 -1.039 -0.465
C 0.39359 -1.23109 -0.11110 -2.174 3.470 -0.751 -1.067
N 0.08440 0.61538 -0.29530 0.848 -4.227 0.233 -0.558
O -2.02862 0.33066 0.48730 0.939 0.952 0.227 0.006
Cl 1.16725 -1.33979 1.42547 -0.155 -0.461 -0.092 0.608
Cl 1.44092 -1.49670 -1.47737 -0.511 -0.658 0.401 0.567
Br 1.70736 1.51117 -0.40134 -0.747 0.302 0.318 0.678
H -0.98652 2.18760 0.26062 -0.872 -0.620 0.651 0.124
H -0.70411 -1.63903 -0.16265 2.455 0.725 0.053 0.106